Entry from the OMol25 dataset: 2 unconnected molecules or ions with the total composition C10H11ClO2Si in a non-equilibrium geometry (ωB97M-V/def2-TZVPD).

Geometry as XYZ:
```
25
Properties=species:S:1:pos:R:3:nbo_charge:R:1
C -3.270 -0.581 1.646 -0.32
C 2.304 3.229 -0.455 -0.32
C -1.872 -0.399 1.718 -0.25
C 1.819 2.118 -1.192 -0.28
C -3.487 -0.676 0.275 0.12
C 2.017 2.970 0.861 0.11
C -1.359 -0.395 0.456 -0.24
C 1.102 1.316 -0.318 -0.14
C 0.046 -0.986 -2.187 -1.10
C 1.175 -2.744 0.684 -0.62
O -2.352 -0.641 -0.455 -0.40
O 1.271 1.795 0.957 -0.42
Si 0.277 -0.436 -0.350 1.47
Cl 2.883 -2.987 0.877 -0.05
H -3.940 -0.604 2.406 0.23
H 2.964 3.889 -0.934 0.23
H -1.250 -0.209 2.659 0.24
H 2.153 1.961 -2.237 0.24
H -4.390 -0.732 -0.283 0.20
H 2.077 3.531 1.763 0.21
H 0.556 -1.937 -2.240 0.24
H -0.962 -0.990 -2.619 0.26
H 0.755 -0.211 -2.716 0.23
H 0.792 -3.572 0.050 0.20
H 0.691 -2.709 1.634 0.19
```

Values from the calculation:
Gap between HOMO and LUMO ... 7.95 eV
Molar mass ... 226.7 g/mol
LUMO energy ... -0.1 eV

Entry from the OMol25 dataset: 2 unconnected molecules or ions with the total composition C3H13N2O in a non-equilibrium geometry (ωB97M-V/def2-TZVPD).

Geometry as XYZ:
```
19
Properties=species:S:1:pos:R:3:nbo_charge:R:1
N -1.269 -0.780 -1.099 -0.69
C -0.232 0.311 -1.164 -0.06
C -0.628 1.427 -0.215 -0.66
C 1.115 -0.363 -0.770 -0.24
N 0.943 -1.459 0.166 -0.88
H -0.727 -1.661 -1.156 0.46
H -1.827 -0.815 -0.246 0.45
H -1.921 -0.916 -1.880 0.44
H -0.152 0.653 -2.186 0.24
H -0.950 1.040 0.761 0.24
H 0.114 2.227 -0.120 0.25
H -1.538 1.945 -0.538 0.24
H 1.731 0.437 -0.322 0.20
H 1.670 -0.783 -1.603 0.22
H 0.761 -1.105 1.098 0.39
H 1.691 -2.130 0.160 0.40
H 0.174 0.812 3.773 0.49
H 0.870 0.807 2.423 0.47
O 0.177 0.354 2.917 -0.96
```

Values from the calculation:
Gap between HOMO and LUMO ... 10.70 eV
Molar mass ... 93.1 g/mol
Total charge ... +1
LUMO energy ... -3.3 eV

Entry from the OMol25 dataset: a molecular structure, C12H36FeN2O18 in a non-equilibrium geometry (ωB97M-V/def2-TZVPD).

Geometry as XYZ:
```
69
Properties=species:S:1:pos:R:3:nbo_charge:R:1
Fe 8.079 16.292 -1.621 1.58
N 9.566 14.327 -3.797 0.75
O 8.970 14.005 -4.844 -0.55
O 9.069 15.252 -3.096 -0.65
O 10.613 13.799 -3.464 -0.44
N 9.340 14.894 1.039 0.74
O 8.750 15.287 2.045 -0.49
O 9.091 15.466 -0.074 -0.70
O 10.157 13.988 1.062 -0.43
C 5.860 14.887 -2.800 -0.11
C 5.493 16.337 -2.992 -0.10
O 6.660 17.175 -2.893 -0.77
O 6.575 14.764 -1.538 -0.77
H 6.519 14.506 -3.585 0.22
H 4.952 14.287 -2.741 0.20
H 4.792 16.591 -2.189 0.19
H 4.981 16.488 -3.941 0.21
H 6.505 17.979 -3.393 0.52
H 6.586 13.825 -1.323 0.52
C 7.925 19.064 -0.624 -0.09
C 9.354 18.851 -1.052 -0.10
O 9.472 17.885 -2.086 -0.79
O 7.412 17.800 -0.179 -0.77
H 7.326 19.482 -1.437 0.17
H 7.922 19.790 0.188 0.20
H 9.967 18.616 -0.176 0.20
H 9.734 19.821 -1.408 0.18
H 10.331 17.978 -2.549 0.55
H 7.036 17.831 0.704 0.52
C 5.273 12.029 -5.412 -0.09
C 6.458 12.068 -6.364 -0.10
O 6.370 11.063 -7.363 -0.72
O 4.009 12.194 -6.063 -0.72
H 5.398 12.791 -4.647 0.17
H 5.239 11.030 -4.961 0.17
H 7.363 11.935 -5.769 0.20
H 6.541 13.067 -6.809 0.17
H 5.683 11.356 -7.969 0.46
H 3.900 11.416 -6.618 0.46
C 9.672 17.679 -6.790 -0.10
C 8.456 17.324 -5.932 -0.10
O 7.886 16.109 -6.343 -0.75
O 10.782 16.802 -6.500 -0.75
H 9.992 18.704 -6.618 0.18
H 9.379 17.461 -7.822 0.18
H 7.694 18.102 -5.997 0.17
H 8.824 17.262 -4.896 0.17
H 8.448 15.377 -6.044 0.50
H 10.605 15.982 -6.972 0.49
C 13.277 15.764 -3.690 -0.09
C 12.791 17.210 -3.773 -0.09
O 11.371 17.275 -3.757 -0.78
O 12.944 15.182 -2.439 -0.74
H 14.365 15.742 -3.782 0.18
H 12.859 15.148 -4.495 0.17
H 13.182 17.610 -4.716 0.17
H 13.218 17.723 -2.914 0.18
H 11.084 17.149 -4.675 0.51
H 12.042 14.837 -2.492 0.50
C 12.306 11.882 -6.301 -0.08
C 10.816 11.604 -6.456 -0.09
O 10.663 10.587 -7.430 -0.75
O 12.916 12.099 -7.554 -0.72
H 12.769 11.034 -5.783 0.16
H 12.441 12.777 -5.698 0.19
H 10.350 12.550 -6.752 0.16
H 10.402 11.283 -5.496 0.17
H 9.743 10.494 -7.688 0.48
H 12.829 11.305 -8.088 0.48
```

Values from the calculation:
Multiplicity ... 5
Gap between HOMO and LUMO (alpha / beta) ... 8.41 / 8.37 eV
Expectation value of S² ... 6.01
Molar mass ... 552.3 g/mol
LUMO energy (alpha / beta) ... -0.5 / -0.5 eV

Entry from the OMol25 dataset: C25H26FN3O5 in the gas phase (ωB97M-V/def2-TZVPD).

Geometry as XYZ:
```
60
Properties=species:S:1:pos:R:3:nbo_charge:R:1
C 4.677 -4.844 1.479 -0.25
H 5.556 -4.950 0.844 0.20
O 4.194 -3.546 1.242 -0.50
C 3.106 -3.118 1.947 0.28
C 2.403 -3.898 2.850 -0.32
C 1.321 -3.357 3.521 -0.18
C 0.923 -2.050 3.323 -0.10
C 1.624 -1.251 2.401 0.34
C 2.712 -1.787 1.708 0.16
O 3.439 -1.023 0.814 -0.53
C 3.285 -1.400 -0.544 -0.27
H 2.232 -1.355 -0.838 0.20
H 3.676 -2.404 -0.726 0.18
H 3.862 -0.675 -1.117 0.19
O 1.148 0.023 2.267 -0.53
C 1.938 1.034 1.679 -0.24
H 1.457 1.973 1.961 0.18
H 2.960 1.017 2.060 0.19
H 1.959 0.949 0.590 0.18
C -0.264 -1.509 4.072 -0.43
H -0.220 -1.846 5.109 0.22
H -0.250 -0.420 4.055 0.23
C -1.586 -2.001 3.465 -0.21
N -1.810 -1.449 2.152 -0.62
C -2.795 -0.569 1.895 0.68
O -3.654 -0.258 2.693 -0.63
C -2.729 0.002 0.483 -0.50
H -2.570 -0.814 -0.224 0.23
H -3.674 0.494 0.252 0.23
C -1.553 0.980 0.386 -0.23
N -1.165 1.227 -0.992 -0.40
C -1.721 2.251 -1.735 0.17
C -2.756 3.041 -1.231 -0.31
C -3.271 4.067 -1.996 0.41
C -2.806 4.352 -3.268 -0.29
C -1.797 3.564 -3.782 -0.21
C -1.252 2.521 -3.039 0.17
N -0.253 1.707 -3.549 -0.32
C 0.392 1.758 -4.740 -0.04
C 1.275 0.707 -4.809 -0.28
C 1.164 -0.021 -3.619 -0.24
C 0.212 0.617 -2.846 0.04
C -0.266 0.314 -1.523 0.64
O 0.092 -0.656 -0.872 -0.63
H 1.708 -0.900 -3.340 0.24
H 1.927 0.488 -5.631 0.23
H 0.202 2.523 -5.465 0.22
H -1.430 3.759 -4.776 0.22
H -3.234 5.162 -3.835 0.24
F -4.267 4.810 -1.481 -0.32
H -3.185 2.869 -0.260 0.24
H -0.681 0.536 0.875 0.26
H -1.777 1.923 0.884 0.21
H -1.088 -1.605 1.463 0.41
H -2.428 -1.682 4.084 0.24
H -1.578 -3.095 3.402 0.19
H 0.783 -3.967 4.231 0.21
H 2.689 -4.919 3.043 0.22
H 3.940 -5.606 1.204 0.18
H 4.969 -4.980 2.525 0.18
```

Values from the calculation:
SMILES ... COc1ccc(CCNC(=O)CCn2c(=O)c3cccn3c3ccc(F)cc32)c(OC)c1OC
Gap between HOMO and LUMO ... 8.48 eV
Molar mass ... 467.5 g/mol
LUMO energy ... 0.3 eV

Entry from the OMol25 dataset: C18H19N3O4S in the gas phase in a non-equilibrium geometry (ωB97M-V/def2-TZVPD).

Geometry as XYZ:
```
45
Properties=species:S:1:pos:R:3:nbo_charge:R:1
C 1.111 1.739 -3.105 -0.66
C 0.499 0.711 -2.219 0.03
C 0.184 0.990 -0.894 -0.37
C -0.366 0.040 -0.056 -0.14
C -0.626 -1.243 -0.526 -0.11
C -0.291 -1.547 -1.844 -0.17
C 0.255 -0.585 -2.671 -0.16
H 0.501 -0.837 -3.692 0.21
H -0.472 -2.545 -2.211 0.23
C -1.201 -2.276 0.350 0.23
N -0.616 -3.429 0.322 -0.21
N -1.050 -4.408 1.112 -0.40
C -2.070 -4.348 2.038 0.62
O -2.326 -5.307 2.737 -0.61
C -2.772 -3.060 2.045 -0.13
C -3.872 -2.882 2.884 -0.15
C -4.567 -1.694 2.865 -0.20
C -4.184 -0.679 1.991 -0.18
C -3.098 -0.838 1.159 -0.19
C -2.354 -2.024 1.189 -0.09
H -2.824 -0.051 0.474 0.23
H -4.746 0.242 1.962 0.22
H -5.417 -1.552 3.515 0.22
H -4.156 -3.699 3.529 0.24
H -0.529 -5.276 1.040 0.41
H -0.564 0.321 0.968 0.25
S 0.472 2.615 -0.192 2.32
O -0.151 3.624 -0.997 -0.94
O 0.117 2.554 1.201 -0.95
N 2.132 2.759 -0.381 -0.69
C 2.660 4.062 -0.701 -0.42
H 3.532 3.962 -1.349 0.20
H 1.878 4.603 -1.228 0.24
H 2.939 4.622 0.199 0.19
C 2.897 1.944 0.529 -0.25
H 2.202 1.234 0.984 0.22
C 4.012 1.178 -0.197 -0.07
O 3.531 0.342 -1.216 -0.71
H 2.889 -0.275 -0.846 0.47
H 4.689 1.878 -0.691 0.18
H 4.583 0.603 0.546 0.17
H 3.339 2.550 1.331 0.20
H 0.976 1.476 -4.151 0.22
H 2.178 1.793 -2.894 0.25
H 0.675 2.714 -2.908 0.25
```

Values from the calculation:
SMILES ... Cc1ccc(-c2n[nH]c(=O)c3ccccc23)cc1S(=O)(=O)N(C)CCO
Gap between HOMO and LUMO ... 8.79 eV
Molar mass ... 373.4 g/mol
LUMO energy ... 0.1 eV

Entry from the OMol25 dataset: a molecular structure, C27H37ClF5I2N2O3S (ωB97M-V/def2-TZVPD).

Geometry as XYZ:
```
78
Properties=species:S:1:pos:R:3:mulliken_charge:R:1
C 2.068 0.172 4.082 -0.84
C 1.413 -0.150 2.973 -1.08
C 0.616 0.877 2.216 -1.37
C 0.305 0.600 0.700 1.34
O 0.883 -0.653 0.433 -0.77
C 1.097 1.731 -0.040 -0.84
C 2.643 1.609 0.122 -1.42
C 3.527 0.376 -0.067 -0.08
C 4.068 -0.041 -1.276 -0.19
C 4.932 -1.118 -1.350 -1.31
C 5.305 -1.817 -0.215 0.99
C 6.206 -3.015 -0.285 -1.54
C 4.815 -1.362 1.000 -1.03
C 3.956 -0.288 1.070 -0.35
N 0.488 2.197 -1.440 -0.45
I -0.886 3.901 -1.127 0.53
C 1.498 2.956 -2.311 0.79
F 2.432 2.129 -2.734 -0.07
F 0.893 3.414 -3.413 -0.31
C 2.220 4.269 -1.681 0.85
F 1.756 5.347 -2.287 -0.25
F 3.514 4.151 -1.949 -0.21
F 2.066 4.403 -0.367 -0.17
C -0.354 1.089 -2.128 -2.19
N -0.895 1.519 -3.349 0.03
I 1.049 -0.517 -2.790 0.35
C -1.512 0.483 -1.146 3.36
S -3.063 1.334 -1.751 -0.28
C -1.768 -0.960 -1.639 -1.93
C -3.132 -1.626 -1.431 -1.45
O -2.846 -2.964 -1.034 -0.33
C -3.798 -3.914 -1.493 -0.39
C -5.184 -3.753 -0.859 -0.90
C -1.260 0.586 0.435 1.92
C -1.860 1.782 1.266 -1.13
C -3.170 2.503 0.999 -1.12
O -4.121 2.369 1.735 -0.46
C -1.753 -0.685 1.201 -0.48
C -3.244 -0.782 1.601 -1.36
C -3.488 -0.692 3.099 -0.74
Cl -2.758 -2.108 3.920 -0.21
H 2.209 1.205 4.379 0.29
H 2.472 -0.586 4.736 0.32
H 1.386 -1.190 2.683 0.33
H 1.076 1.852 2.371 0.87
H -0.309 0.918 2.777 0.74
H 0.412 -1.146 -0.242 0.45
H 0.858 2.609 0.550 0.18
H 2.775 1.886 1.169 0.73
H 3.164 2.410 -0.383 0.78
H 3.855 0.483 -2.186 0.76
H 5.331 -1.409 -2.313 0.39
H 6.848 -3.085 0.589 0.39
H 5.593 -3.920 -0.300 0.28
H 6.791 -3.024 -1.201 0.38
H 5.117 -1.858 1.914 0.42
H 3.637 0.031 2.051 0.41
H -0.867 0.899 -4.135 0.31
H -1.104 2.482 -3.536 0.16
H -3.840 0.959 -0.729 0.31
H -1.641 -0.953 -2.719 1.05
H -1.047 -1.670 -1.250 0.20
H -3.774 -1.177 -0.683 0.21
H -3.699 -1.652 -2.364 0.68
H -3.381 -4.879 -1.213 0.39
H -3.845 -3.889 -2.586 0.37
H -5.546 -4.712 -0.499 0.36
H -5.906 -3.333 -1.554 0.28
H -5.102 -3.099 0.009 0.18
H -2.000 1.427 2.282 0.10
H -1.120 2.578 1.383 0.91
H -3.237 3.216 0.167 0.24
H -1.450 -1.604 0.717 0.40
H -1.222 -0.701 2.151 0.53
H -3.906 -0.092 1.083 0.57
H -3.579 -1.781 1.315 0.26
H -3.056 0.190 3.561 0.30
H -4.550 -0.737 3.316 0.54
```

Values from the calculation:
Gap between HOMO and LUMO ... 5.24 eV
Molar mass ... 853.9 g/mol
Total charge ... +1
LUMO energy ... -5.9 eV